[1]
{
  "formula": "C4H33N2O10S",
  "method": "the ωB97M-V functional and the def2-TZVPD basis",
  "symbols": ["N", "C", "C", "S", "C", "N", "C", "H", "H", "H", "H", "H", "H", "H", "H", "H", "H", "H", "H", "H", "H", "H", "O", "H", "H", "O", "H", "H", "O", "H", "H", "O", "H", "H", "O", "H", "H", "O", "H", "H", "O", "H", "H", "O", "H", "H", "O", "H", "H", "O"],
  "positions_angstrom": [[1.177, 1.676, -0.417], [-0.037, 0.825, -0.700], [0.006, 0.277, -2.126], [0.062, 1.612, -3.361], [-0.080, -0.313, 0.333], [-1.392, -0.949, 0.276], [-1.692, -1.714, 1.494], [1.026, 2.621, -0.784], [2.031, 1.288, -0.834], [1.341, 1.763, 0.613], [-0.908, 1.466, -0.568], [0.856, -0.399, -2.279], [-0.913, -0.290, -2.325], [1.041, 1.113, -4.155], [0.753, -1.008, 0.160], [0.087, 0.126, 1.319], [-1.439, -1.548, -0.540], [-2.698, -2.109, 1.387], [-1.743, -1.067, 2.373], [-0.968, -2.502, 1.720], [2.876, -3.643, 1.499], [2.069, -2.957, 0.339], [2.178, -3.011, 1.304], [-3.156, 3.724, -1.701], [-2.898, 2.407, -0.889], [-2.450, 3.144, -1.391], [2.825, 0.100, -1.907], [1.899, -1.088, -1.475], [1.968, -0.109, -1.526], [-3.210, 1.757, 1.095], [-2.845, 0.474, 0.308], [-3.409, 1.265, 0.269], [1.933, -1.658, 2.348], [2.313, -1.169, 3.818], [1.818, -0.961, 3.020], [1.960, 0.595, 2.507], [1.934, 2.086, 2.953], [1.958, 1.525, 2.170], [-0.737, -4.926, -1.466], [-1.158, -4.056, -2.645], [-0.673, -4.028, -1.812], [-1.148, 3.657, -0.518], [-0.403, 4.683, 0.404], [-0.412, 3.753, 0.146], [-1.377, 2.994, 1.816], [-1.421, 1.640, 2.508], [-1.969, 2.408, 2.313], [2.358, -3.376, -2.022], [0.891, -3.259, -1.580], [1.774, -2.839, -1.473]],
  "atomic_forces_ev_per_a": [[-0.491, 1.609, -0.181], [0.402, 0.496, 0.355], [-3.221, 0.727, -1.547], [-0.188, -0.559, 0.740], [-0.470, -0.124, -0.425], [0.541, 0.387, 0.347], [-0.402, -0.021, 0.113], [-0.223, 0.175, 0.623], [-0.810, 0.506, 0.990], [0.075, 0.116, 0.374], [0.080, -0.065, 0.126], [-2.355, 0.439, -1.649], [-0.539, 0.267, -0.113], [-0.267, -0.110, -0.080], [-0.186, 0.043, 0.243], [-0.192, -0.053, -0.056], [-0.115, -0.276, 0.157], [0.044, -0.347, -0.005], [0.180, 0.222, -0.203], [-0.060, -0.077, -0.150], [0.017, -0.043, -0.083], [0.300, -0.322, 0.229], [-0.243, 0.195, -0.150], [0.059, 0.023, -0.024], [-0.079, 0.212, 0.093], [-0.071, -0.429, -0.268], [0.903, -0.535, -0.198], [0.987, -0.801, 0.312], [6.460, -2.305, 0.463], [-0.016, -0.235, -0.183], [-0.083, -0.072, 0.011], [0.107, 0.221, -0.087], [0.327, -0.377, 0.355], [0.043, -0.285, -0.109], [-0.363, 0.581, -0.055], [0.091, -0.103, 0.118], [0.038, 0.123, -0.095], [-0.192, 0.161, -0.137], [-0.032, -0.013, 0.123], [-0.001, -0.004, -0.048], [0.055, 0.075, -0.015], [-0.098, 0.268, 0.424], [0.046, -0.020, -0.073], [0.009, 0.141, -0.199], [-0.081, 0.063, -0.052], [-0.057, 0.035, 0.277], [0.260, -0.061, -0.067], [0.195, 0.032, 0.010], [-0.183, -0.104, -0.071], [-0.200, 0.222, -0.161]],
  "homo_lumo_gap_ha": [0.34187, 0.15043],
  "homo_energy_ev": [-15.6, -15.5],
  "e_lumo_ev": [-6.3, -11.4],
  "multiplicity": 2,
  "total_charge": 2
}

---

[2]
{
  "formula": "C4H33N3O11",
  "method": "the ωB97M-V functional and the def2-TZVPD basis",
  "symbols": ["N", "C", "N", "C", "C", "N", "C", "O", "H", "H", "H", "H", "H", "H", "H", "H", "H", "H", "H", "H", "H", "O", "H", "H", "O", "H", "H", "O", "H", "H", "O", "H", "H", "O", "H", "H", "O", "H", "H", "O", "H", "H", "O", "H", "H", "O", "H", "H", "O", "H", "H"],
  "positions_angstrom": [[2.692, -2.105, -1.088], [3.319, -1.343, -0.015], [2.274, -0.624, 0.870], [2.313, 0.872, 0.787], [1.335, 1.417, 1.853], [-0.046, 1.087, 1.385], [-0.937, 1.871, 2.256], [-2.138, 2.159, 1.572], [3.012, -3.002, -1.139], [1.706, -2.104, -0.901], [4.111, -0.572, -0.307], [3.878, -1.828, 0.744], [1.369, -1.024, 1.021], [1.984, 1.271, -0.147], [3.299, 1.116, 1.037], [1.352, 2.503, 1.750], [1.743, 1.219, 2.938], [-0.145, 0.100, 1.518], [-0.405, 2.887, 2.625], [-1.128, 1.256, 3.141], [-2.069, 3.103, 1.253], [-1.554, -1.794, 1.685], [-1.933, -2.291, 0.972], [-2.161, -1.695, 2.403], [-3.392, 1.170, -0.687], [-2.888, 1.080, -1.570], [-2.673, 1.628, -0.175], [1.784, 3.751, -1.324], [1.146, 4.556, -1.327], [2.360, 3.847, -2.110], [1.590, -0.228, -3.964], [1.872, -0.686, -3.097], [1.895, -0.841, -4.619], [0.338, -3.544, 0.902], [-0.494, -3.767, 0.508], [0.207, -2.809, 1.512], [-3.258, -2.630, -0.284], [-4.061, -3.059, -0.342], [-2.993, -2.365, -1.145], [-0.934, -0.177, -4.036], [-1.373, 0.649, -3.576], [-0.032, 0.026, -4.063], [-2.846, -0.423, 3.673], [-2.678, 0.241, 2.981], [-3.411, -1.013, 3.180], [-0.438, 2.041, -1.037], [-0.310, 1.385, -0.293], [0.482, 2.320, -1.298], [-0.371, -1.435, -1.264], [-0.519, -1.057, -2.085], [-0.877, -1.141, -0.671]],
  "atomic_forces_ev_per_a": [[-0.170, 3.460, 0.204], [-1.218, 2.260, 1.370], [2.288, 1.369, -1.179], [-2.058, -2.432, 1.762], [1.503, 0.629, -0.667], [1.630, 0.976, 2.231], [0.885, 0.927, 0.284], [0.131, 1.816, 0.161], [0.988, -2.857, -0.069], [-0.519, -0.259, -0.052], [-1.502, -0.511, -0.364], [0.481, -1.851, 0.225], [-0.058, -0.486, -0.681], [0.120, 0.259, -0.904], [1.458, 0.836, 0.137], [0.339, 0.119, 0.085], [-1.420, -0.300, -1.798], [-0.887, -0.599, 0.352], [-1.120, -2.423, -0.981], [-0.322, 0.450, 0.122], [-0.235, -1.635, 0.396], [1.777, 0.706, -0.071], [-1.011, -0.386, -0.453], [-0.260, -0.087, 0.490], [2.355, 0.278, -1.858], [-1.400, 0.159, 1.912], [-1.051, -0.663, -0.235], [-1.022, 2.029, -0.507], [1.736, -2.108, -0.168], [-0.564, 0.096, 0.612], [1.257, -0.605, 2.465], [-0.512, 0.937, -1.541], [0.251, -0.467, -0.709], [1.494, -0.234, 0.184], [-0.615, 0.078, -0.130], [-0.570, -0.295, -0.119], [2.332, 0.866, 1.334], [-2.575, -1.362, -0.299], [0.263, 0.355, -1.229], [-4.735, 1.922, 1.763], [1.387, -2.404, -1.464], [2.578, 0.514, -0.058], [0.164, 0.464, -0.436], [-0.096, 0.067, 0.421], [-0.943, -0.271, 0.267], [0.854, -0.227, -0.575], [0.071, 0.986, -0.453], [-1.276, -0.247, 0.378], [7.010, -5.381, -4.759], [-0.782, 1.464, -2.650], [-6.434, 4.068, 7.254]],
  "homo_lumo_gap_ha": 0.30973,
  "de_lowest_ev": 2.785,
  "homo_energy_ev": -8.2,
  "e_lumo_ev": 0.2,
  "multiplicity": 1,
  "total_charge": 0
}

---

[3]
{
  "formula": "C4H33NO11S",
  "method": "the ωB97M-V functional and the def2-TZVPD basis",
  "symbols": ["C", "C", "N", "C", "C", "S", "H", "H", "H", "H", "H", "H", "H", "H", "H", "H", "H", "O", "H", "H", "O", "H", "H", "O", "H", "H", "O", "H", "H", "O", "H", "H", "O", "H", "H", "O", "H", "H", "O", "H", "H", "O", "H", "H", "O", "H", "H", "O", "H", "H"],
  "positions_angstrom": [[-2.550, 0.253, -0.999], [-1.769, -0.086, 0.248], [-0.311, 0.177, 0.119], [-2.336, 0.520, 1.549], [-2.192, -0.276, 2.859], [-3.405, -1.532, 3.396], [-2.377, 1.295, -1.300], [-3.611, 0.030, -0.889], [-2.175, -0.194, -1.929], [-1.849, -1.191, 0.393], [-0.072, 0.570, -0.781], [-0.011, 0.769, 0.877], [-1.774, 1.457, 1.670], [-3.391, 0.763, 1.360], [-1.245, -0.797, 2.755], [-2.303, 0.478, 3.615], [-3.177, -2.474, 2.463], [-2.600, 4.361, -1.211], [-2.146, 3.868, -1.894], [-2.343, 4.040, -0.348], [3.074, -0.360, -0.421], [2.899, 0.102, 0.387], [3.066, -1.314, -0.326], [0.181, -2.029, 1.699], [-0.532, -1.719, 1.117], [0.908, -2.143, 1.051], [2.825, 2.514, 1.986], [3.167, 1.646, 1.795], [2.685, 2.525, 2.935], [1.427, -2.638, -0.675], [0.829, -3.394, -0.643], [0.929, -1.812, -0.541], [-1.486, 2.284, -3.454], [-1.223, 1.537, -4.002], [-0.637, 2.740, -3.396], [1.208, 1.227, -3.079], [1.503, 1.658, -3.883], [1.861, 0.509, -2.968], [2.875, -2.174, 2.523], [2.426, -1.829, 3.293], [2.782, -3.119, 2.453], [1.095, 3.038, -0.067], [1.591, 2.742, 0.722], [1.821, 3.236, -0.664], [2.970, -0.840, -3.271], [2.650, -1.139, -2.395], [3.862, -1.019, -2.949], [-1.048, -3.975, -0.118], [-0.483, -3.648, 0.609], [-1.588, -4.636, 0.328]],
  "atomic_forces_ev_per_a": [[0.445, 0.888, -0.836], [0.532, -1.512, 0.581], [-0.654, -0.514, -0.399], [-0.730, 0.251, -0.855], [-0.036, -0.265, -1.378], [-0.175, 0.123, -0.512], [-0.512, 0.161, 0.614], [0.054, 0.090, -0.038], [0.012, -0.730, 0.486], [-0.475, 0.307, -0.316], [0.005, 0.506, 0.124], [0.279, 0.286, -0.278], [-0.360, 0.082, 0.219], [0.203, 0.127, 0.208], [0.311, 0.395, 1.037], [0.618, 0.010, 0.808], [0.056, 0.167, 0.038], [-0.562, 0.660, -0.066], [0.174, -0.440, 0.093], [0.353, -0.298, -0.059], [0.449, 0.341, -1.507], [-0.302, -0.423, 0.665], [-0.147, -0.180, 0.974], [0.068, -0.845, -0.328], [0.263, 0.176, 0.337], [-0.053, 0.141, 1.080], [-0.066, 0.269, 0.098], [0.424, -0.488, 0.036], [-0.055, 0.069, 0.207], [0.676, 0.333, -0.009], [-0.233, 0.177, -0.419], [-0.295, -0.132, -0.580], [0.301, 0.261, -0.321], [-0.273, -0.249, 0.115], [-0.070, 0.075, 0.340], [-0.051, -0.048, 0.162], [0.128, 0.048, -0.178], [-0.067, 0.362, -0.156], [0.792, 0.876, -0.622], [-0.337, -0.474, 0.153], [-0.306, -0.387, 0.404], [0.266, -0.279, 0.370], [-0.425, 0.390, -0.174], [-0.106, 0.086, -0.403], [0.399, -0.988, 1.528], [-1.290, 0.142, -0.518], [0.953, 0.531, -1.082], [0.379, 0.001, 0.504], [-0.464, 0.035, 0.072], [-0.095, -0.112, -0.217]],
  "homo_lumo_gap_ha": 0.32751,
  "de_lowest_ev": 2.406,
  "homo_energy_ev": -9.1,
  "e_lumo_ev": -0.2,
  "multiplicity": 1,
  "total_charge": 0
}

---

[4]
{
  "formula": "C4H33NO14",
  "method": "the ωB97M-V functional and the def2-TZVPD basis",
  "symbols": ["C", "C", "O", "C", "N", "C", "O", "H", "H", "H", "H", "H", "H", "H", "H", "H", "H", "H", "O", "H", "H", "O", "H", "H", "O", "H", "H", "O", "H", "H", "O", "H", "H", "O", "H", "H", "O", "H", "H", "O", "H", "H", "O", "H", "H", "O", "H", "H", "O", "H", "H", "O"],
  "positions_angstrom": [[0.610, 0.659, 0.101], [1.092, 2.031, -0.474], [2.480, 1.954, -0.402], [-0.242, 0.001, -0.931], [-1.584, -0.125, -0.734], [-2.278, -1.291, -1.331], [0.220, -0.790, -1.767], [1.497, -0.051, 0.398], [0.338, 0.745, 1.189], [0.610, 2.907, -0.001], [0.987, 2.042, -1.508], [2.913, 2.188, 0.460], [-1.995, 0.099, 0.204], [-3.298, -1.102, -1.602], [-1.814, -1.351, -2.397], [-2.314, -2.287, -0.854], [-3.875, 2.231, 1.402], [-4.645, 2.166, 0.133], [-4.280, 1.555, 0.817], [1.741, 1.455, 3.082], [0.590, 2.258, 2.765], [1.570, 2.305, 2.800], [0.785, -0.625, 3.699], [0.827, -1.265, 2.283], [1.396, -0.679, 2.918], [-2.429, -0.669, 2.897], [-1.551, -1.611, 2.233], [-1.847, -0.768, 2.088], [-1.218, 0.200, -3.990], [-1.590, 1.245, -3.105], [-1.935, 0.805, -3.873], [3.555, -2.017, 0.811], [2.629, -2.349, 2.066], [3.512, -2.522, 1.587], [-1.987, 0.960, 2.370], [-1.547, 2.292, 1.688], [-2.058, 1.962, 2.441], [1.887, -2.928, -1.219], [0.528, -2.556, -1.746], [0.993, -3.182, -1.156], [-2.259, 4.247, -2.203], [-2.764, 2.912, -2.239], [-2.283, 3.534, -1.685], [1.945, -0.160, -2.249], [2.856, 0.810, -1.496], [2.862, 0.014, -2.014], [0.473, -2.848, 0.370], [0.203, -3.339, 1.750], [0.271, -2.544, 1.228], [3.704, -2.771, -2.058], [3.313, -1.407, -1.441], [3.405, -2.340, -1.304]],
  "atomic_forces_ev_per_a": [[1.395, 0.411, 1.510], [0.459, -1.504, 2.440], [2.648, 2.059, 1.455], [-1.843, -4.031, 1.739], [-1.637, -0.367, 1.900], [0.987, 0.403, -3.366], [1.153, 2.021, -1.054], [-1.231, 1.328, -1.702], [-1.273, 0.141, -1.378], [0.434, -0.376, -0.192], [-1.096, 0.284, -1.943], [-1.174, -0.280, -0.908], [0.862, 0.235, -1.406], [-0.695, 0.782, 0.413], [-0.759, -0.555, 2.040], [0.932, 0.706, 0.379], [0.048, -0.915, 0.021], [0.170, -1.019, 0.421], [-0.268, 1.762, -0.550], [1.177, -3.233, 0.916], [0.701, 0.533, 0.050], [-1.837, 2.734, -1.048], [1.007, -0.011, -0.852], [1.404, 1.133, 0.926], [-2.428, -1.101, 0.086], [0.501, -0.010, -1.333], [1.796, -3.571, -0.210], [-2.630, 3.114, 1.786], [0.607, -1.004, -0.665], [-0.132, 0.706, 0.793], [-0.399, 0.350, -0.116], [-0.244, 0.945, -1.720], [2.272, -0.046, -1.438], [-1.828, -1.053, 3.284], [0.147, 2.098, -0.179], [-0.190, -0.113, 0.064], [0.479, -1.305, 0.025], [2.546, 0.645, 0.043], [0.248, -0.444, 0.507], [-3.303, -1.027, -0.398], [0.393, 4.778, -3.005], [-0.116, -0.355, 0.213], [-0.304, -4.509, 2.807], [-0.376, -0.252, 0.069], [0.227, 0.872, 0.701], [0.493, -0.650, -1.281], [0.925, -0.709, -3.139], [0.078, -0.483, 0.326], [-1.161, 1.146, 3.179], [1.070, -0.839, -2.134], [-0.020, 1.684, -0.881], [-0.217, -1.110, 2.800]],
  "homo_lumo_gap_ha": 0.36276,
  "de_lowest_ev": 4.979,
  "homo_energy_ev": -10.1,
  "e_lumo_ev": -0.3,
  "multiplicity": 1,
  "total_charge": 0
}

---

Number 1: E -1431.61217 Ha. Number 2: E -1163.98262 Ha. Number 3: E -1452.72947 Ha. Number 4: E -1280.25380 Ha.